2 unconnected molecules or ions with the total composition C8H17NOS in a non-equilibrium geometry, computed with wB97M-V/def2-TZVPD.

```
28
Properties=species:S:1:pos:R:3:nbo_charge:R:1
C 2.68 0.85 0.71 0.062
C 3.74 0.09 0.08 0.037
C 5.09 0.61 -0.39 -0.627
C 3.94 -1.47 0.07 -0.632
C -3.29 -0.04 1.47 -0.633
C -3.92 0.82 -0.88 -0.612
C -3.16 -1.60 -0.61 -0.609
C -3.02 -0.15 -0.03 -0.132
N 2.50 0.65 -0.52 -0.301
O -1.17 1.98 0.12 -0.864
S -1.28 0.36 -0.34 0.458
H 2.33 1.30 1.53 0.198
H -0.65 2.40 -0.64 0.496
H 5.36 0.20 -1.36 0.217
H 5.78 0.27 0.26 0.204
H 5.08 1.70 -0.20 0.206
H 4.57 -1.85 -0.68 0.210
H 2.92 -1.90 -0.04 0.216
H 4.38 -1.60 1.12 0.211
H -4.33 0.37 1.81 0.213
H -3.04 -1.01 1.84 0.210
H -2.59 0.59 1.86 0.218
H -5.04 0.49 -0.85 0.198
H -3.71 0.70 -1.85 0.201
H -3.68 1.75 -0.46 0.220
H -2.34 -2.11 -0.27 0.207
H -3.97 -1.95 -0.12 0.215
H -3.19 -1.47 -1.64 0.215
```

Summary:
Lowest unoccupied orbital energy: 0.7 eV
Charge: 0
Frontier orbital gap: 9.036 eV
DFT total energy: -843.02602 hartree
SMILES: CC(C)(C)SO.CC1(C)C=N1
Energy above the lowest of the compared OMol25 structures with the same formula, charge and spin: 408.4 kJ/mol